Entry from the Open Molecules 2025 dataset: 2 unconnected molecules or ions with the total composition C2H7N2O in a non-equilibrium geometry (ωB97M-V/def2-TZVPD).

Cartesian coordinates (Å):
C  -0.38  0.19  -0.04
C  1.84  0.37  -0.10
N  -0.34  -1.15  0.09
N  -1.64  0.80  -0.05
O  -2.76  -0.01  -0.12
H  -1.81  1.76  -0.24
H  2.20  0.47  -1.20
H  1.88  -0.50  0.62
H  1.97  1.28  0.57
H  0.47  -1.67  0.25
H  -1.16  -1.59  -0.18
H  -3.62  0.19  0.35

Output
* HOMO energy: -0.5365 Eh
* energy relative to the best compared isomer or geometry (same formula, charge and spin): 5.775 eV
* net charge: +1
* E_LUMO: -5.226 eV
* frontier orbital gap: 9.372 eV
* E: -264.71897 Eh



Entry from the Open Molecules 2025 dataset: 9 unconnected molecules or ions with the total composition C3H24O9 in a non-equilibrium geometry (ωB97M-V/def2-TZVPD).

Cartesian coordinates (Å):
C  3.80  -0.72  1.16
O  2.44  -0.68  1.39
H  4.02  -1.36  0.27
H  4.18  0.33  1.14
H  4.30  -1.11  1.99
H  2.01  0.04  0.92
C  -3.12  0.21  -1.16
O  -1.69  0.14  -0.70
H  -3.21  -0.55  -1.89
H  -3.87  0.03  -0.41
H  -3.20  1.22  -1.70
H  -1.60  -0.77  -0.40
C  -1.66  -3.66  -0.96
O  -1.04  -2.55  -0.31
H  -2.41  -4.11  -0.27
H  -2.02  -3.31  -1.91
H  -0.88  -4.36  -1.20
H  -0.28  -2.83  0.26
O  -1.22  1.60  1.43
H  -1.34  0.98  0.61
H  -1.66  1.22  2.19
O  1.28  -3.16  0.79
H  1.67  -2.30  0.98
H  2.00  -3.68  0.47
O  1.85  2.41  1.41
H  1.62  2.10  2.31
H  1.07  2.07  0.97
O  -0.43  3.02  -2.07
H  -1.09  2.38  -2.32
H  -0.88  3.73  -1.51
O  1.36  0.44  -1.24
H  0.49  0.26  -0.86
H  1.31  1.31  -1.68
O  -0.80  4.09  0.52
H  0.04  4.35  0.95
H  -1.02  3.24  0.84

Output
* HOMO energy: -0.3873 Eh
* energy relative to the best compared isomer or geometry (same formula, charge and spin): 1.761 eV
* net charge: 0
* E_LUMO: 0.419 eV
* SMILES: CO.CO.CO.O.O.O.O.O.O
* frontier orbital gap: 10.957 eV
* E: -805.80858 Eh



Entry from the Open Molecules 2025 dataset: 2 unconnected molecules or ions with the total composition C5H8N in a non-equilibrium geometry (ωB97M-V/def2-TZVPD).

Cartesian coordinates (Å):
C  -3.30  -0.44  -0.09
C  -2.12  -0.33  0.04
C  1.52  -1.82  -0.03
C  1.22  -0.56  0.39
C  0.65  0.40  -0.43
N  0.36  1.75  0.08
H  -4.35  -0.53  -0.11
H  1.95  -2.54  0.64
H  1.30  -2.14  -1.03
H  1.42  -0.29  1.42
H  0.48  0.25  -1.48
H  -0.34  2.21  -0.53
H  1.21  2.34  0.09
H  -0.02  1.70  1.04

Output
* HOMO energy (alpha / beta): -0.5294 / -0.4791 Eh
* energy relative to the best compared isomer or geometry (same formula, charge and spin): 7.447 eV
* net charge: +1
* E_LUMO (alpha / beta): -5.442 / -6.418 eV
* frontier orbital gap (alpha / beta): 8.963 / 6.619 eV
* E: -249.55148 Eh



Entry from the Open Molecules 2025 dataset: a molecular structure, C32H33KN7O4S in a non-equilibrium geometry (ωB97M-V/def2-TZVPD).

Cartesian coordinates (Å):
K  0.88  0.34  0.04
C  0.87  2.12  -5.96
O  1.14  1.80  -4.63
C  2.11  0.84  -4.41
C  2.87  0.30  -5.42
C  3.83  -0.68  -5.14
C  4.00  -1.09  -3.84
C  3.24  -0.56  -2.78
C  3.53  -1.18  -1.48
N  2.94  -0.97  -0.36
N  3.46  -1.76  0.68
C  2.79  -1.63  1.80
O  1.77  -0.91  2.06
C  3.31  -2.48  2.94
C  2.83  -2.27  4.22
C  3.28  -3.03  5.29
C  4.23  -4.02  5.08
C  4.72  -4.24  3.80
C  4.27  -3.47  2.74
C  2.26  0.46  -3.02
O  1.56  1.01  -2.13
H  0.04  2.83  -5.95
H  0.58  1.23  -6.54
H  1.73  2.58  -6.46
H  2.72  0.62  -6.44
H  4.43  -1.10  -5.94
H  4.72  -1.86  -3.60
H  4.34  -1.92  -1.49
H  2.08  -1.49  4.35
H  2.89  -2.85  6.28
H  4.59  -4.61  5.91
H  5.46  -5.01  3.63
H  4.64  -3.62  1.73
C  -4.85  -1.96  -2.15
N  -4.49  -0.59  -2.40
C  -5.31  0.40  -2.90
C  -4.57  1.53  -2.97
N  -3.30  1.22  -2.51
C  -3.23  -0.10  -2.17
S  -1.95  -1.02  -1.64
C  -2.24  2.17  -2.45
C  -2.02  3.01  -3.54
C  -1.02  3.96  -3.41
C  -0.28  4.01  -2.25
C  -0.58  3.11  -1.24
N  -1.57  2.22  -1.32
H  -5.90  -2.09  -2.42
H  -4.70  -2.19  -1.09
H  -4.22  -2.63  -2.73
H  -6.34  0.22  -3.13
H  -4.83  2.53  -3.27
H  -2.58  2.88  -4.45
H  -0.80  4.62  -4.24
H  0.55  4.70  -2.12
H  -0.01  3.09  -0.33
N  -0.85  -2.26  2.19
C  -1.88  -1.88  2.98
C  -1.60  -1.34  4.26
C  -2.65  -0.98  5.07
C  -3.96  -1.17  4.62
C  -4.12  -1.71  3.36
N  -3.13  -2.07  2.55
H  -1.10  -2.47  1.24
H  0.06  -1.80  2.29
H  -0.57  -1.23  4.57
H  -2.45  -0.56  6.05
H  -4.82  -0.90  5.22
H  -5.12  -1.88  2.98
C  -0.08  1.49  3.27
C  0.20  2.86  2.74
C  -0.41  4.03  3.48
O  0.85  3.05  1.73
H  -0.12  1.48  4.36
H  0.66  0.77  2.92
H  -1.08  1.18  2.93
H  -0.29  3.93  4.56
H  -1.48  4.03  3.29
H  0.02  4.96  3.12

Output
* HOMO energy: -0.1242 Eh
* energy relative to the best compared isomer or geometry (same formula, charge and spin): 0.139 eV
* net charge: -1
* E_LUMO: 2.123 eV
* frontier orbital gap: 5.504 eV
* E: -2921.69776 Eh



Entry from the Open Molecules 2025 dataset: a single C17H16N2O4 molecule in a non-equilibrium geometry (ωB97M-V/def2-TZVPD).

Cartesian coordinates (Å):
C  -5.86  -2.78  3.27
C  -5.19  -2.17  2.07
C  -5.89  -1.94  0.90
C  -5.25  -1.38  -0.20
C  -3.91  -1.06  -0.13
C  -3.20  -1.29  1.05
O  -1.87  -0.93  1.01
C  -1.09  -1.14  2.16
C  0.35  -0.67  1.94
O  1.19  -0.79  2.80
N  0.56  -0.13  0.71
N  1.75  0.33  0.32
C  1.88  0.83  -0.84
C  3.14  1.35  -1.31
C  4.27  1.31  -0.48
C  5.50  1.80  -0.90
C  5.57  2.33  -2.17
C  4.44  2.37  -3.01
C  3.23  1.89  -2.60
O  4.79  2.94  -4.20
C  6.16  3.26  -4.10
O  6.64  2.87  -2.82
C  -3.84  -1.84  2.14
H  -6.94  -2.78  3.15
H  -5.53  -3.81  3.39
H  -5.61  -2.23  4.17
H  -6.94  -2.19  0.84
H  -5.80  -1.20  -1.11
H  -3.40  -0.62  -0.98
H  -1.06  -2.20  2.44
H  -1.48  -0.57  3.02
H  -0.24  -0.09  0.07
H  1.03  0.88  -1.54
H  4.16  0.89  0.50
H  6.37  1.78  -0.26
H  2.37  1.92  -3.26
H  6.73  2.72  -4.88
H  6.30  4.34  -4.23
H  -3.31  -2.03  3.06

Output
* HOMO energy: -0.2896 Eh
* energy relative to the best compared isomer or geometry (same formula, charge and spin): 2.726 eV
* net charge: 0
* E_LUMO: 0.484 eV
* SMILES: Cc1cccc(OCC(=O)N/N=C/c2ccc3c(c2)OCO3)c1
* frontier orbital gap: 8.364 eV
* E: -1067.83881 Eh



Entry from the Open Molecules 2025 dataset: a molecular structure, C46H57CrN9O2S in a non-equilibrium geometry (ωB97M-V/def2-TZVPD).

Cartesian coordinates (Å):
Cr  -0.13  -0.39  -0.09
N  -2.89  -2.15  2.70
C  -1.91  -1.49  2.07
S  -0.87  -2.40  1.03
N  -1.73  -0.22  2.28
N  -0.67  0.30  1.64
C  0.17  1.13  2.19
C  -0.01  1.78  3.47
C  1.06  2.06  4.33
C  0.83  2.64  5.56
C  -0.45  2.97  5.96
C  -1.52  2.71  5.11
C  -1.30  2.12  3.88
C  1.29  2.40  0.31
C  2.06  3.14  1.42
C  3.12  4.07  0.96
C  3.50  4.05  -0.32
C  2.91  3.09  -1.23
N  1.96  2.28  -0.95
H  -2.93  -3.15  2.64
H  -3.43  -1.68  3.41
H  2.07  1.80  4.04
H  1.67  2.83  6.22
H  -0.62  3.44  6.92
H  -2.52  2.97  5.41
H  -2.14  1.92  3.23
H  1.41  3.62  2.16
H  3.55  4.74  1.69
H  4.25  4.73  -0.70
H  3.29  3.02  -2.24
C  4.98  0.92  -1.17
C  3.92  -0.17  -1.01
C  4.16  -1.29  -2.03
C  3.94  -0.75  0.38
C  5.13  -1.29  0.85
C  5.21  -1.88  2.09
C  4.06  -2.01  2.84
C  2.84  -1.49  2.41
C  1.62  -1.82  3.24
C  1.39  -3.33  3.16
C  1.73  -1.40  4.70
C  2.78  -0.79  1.18
N  1.61  -0.11  0.77
C  1.43  1.18  1.31
O  2.51  1.87  1.94
C  -0.08  2.63  -0.24
C  -0.68  3.87  -0.45
C  -1.75  3.95  -1.33
C  -2.17  2.80  -1.99
C  -1.56  1.59  -1.67
N  -0.55  1.50  -0.79
C  -2.09  0.30  -2.05
O  -2.87  0.16  -3.11
N  -1.84  -0.67  -1.23
C  -2.72  -1.78  -1.26
C  -2.35  -3.02  -1.79
C  -3.25  -4.06  -1.69
C  -4.50  -3.89  -1.12
C  -4.86  -2.65  -0.63
C  -3.99  -1.58  -0.68
C  -4.45  -0.22  -0.18
C  -5.48  0.34  -1.17
C  -5.03  -0.26  1.24
C  -1.08  -3.28  -2.58
C  -1.22  -2.65  -3.97
C  0.25  -2.95  -1.89
H  4.91  1.36  -2.16
H  5.99  0.51  -1.06
H  4.85  1.69  -0.42
H  2.94  0.27  -1.20
H  5.16  -1.70  -1.91
H  4.07  -0.91  -3.04
H  3.44  -2.10  -1.89
H  6.01  -1.23  0.23
H  6.15  -2.27  2.46
H  4.09  -2.52  3.79
H  0.76  -1.30  2.80
H  2.20  -3.87  3.64
H  1.33  -3.66  2.12
H  0.45  -3.60  3.64
H  2.48  -1.99  5.23
H  0.77  -1.55  5.19
H  2.00  -0.35  4.79
H  -0.30  4.75  0.05
H  -2.24  4.89  -1.52
H  -2.98  2.83  -2.70
H  -2.98  -5.03  -2.09
H  -5.19  -4.72  -1.08
H  -5.85  -2.52  -0.23
H  -3.60  0.47  -0.16
H  -6.41  -0.21  -1.13
H  -5.09  0.28  -2.19
H  -5.69  1.38  -0.94
H  -5.49  -1.22  1.46
H  -5.78  0.51  1.36
H  -4.24  -0.08  1.97
H  -1.04  -4.37  -2.75
H  -1.34  -1.57  -3.91
H  -2.10  -3.04  -4.46
H  -0.35  -2.89  -4.58
H  0.37  -1.88  -1.60
H  1.07  -3.20  -2.56
H  0.35  -3.55  -1.00
N  -1.67  1.44  -5.07
C  -0.31  0.97  -5.37
C  0.66  1.22  -4.20
N  0.73  0.15  -3.19
H  -2.27  1.28  -5.87
H  -1.64  2.44  -4.90
H  -2.52  0.73  -3.89
H  0.09  1.47  -6.26
H  -0.38  -0.10  -5.58
H  0.36  2.15  -3.69
H  1.66  1.37  -4.61
H  1.55  -0.42  -3.35
H  -0.08  -0.45  -3.29

Output
* HOMO energy (alpha / beta): -0.3666 / -0.3678 Eh
* net charge: +1
* E_LUMO (alpha / beta): -3.380 / -3.596 eV
* 2S+1: 4
* frontier orbital gap (alpha / beta): 6.595 / 6.411 eV
* E: -3872.80331 Eh



Entry from the Open Molecules 2025 dataset: 2 unconnected molecules or ions with the total composition C6H10N2 in a non-equilibrium geometry (ωB97M-V/def2-TZVPD).

Cartesian coordinates (Å):
C  -2.17  -0.70  0.29
C  -1.21  -1.47  -0.15
C  -0.02  -1.03  -0.76
N  -0.02  0.25  -1.13
C  -0.93  1.07  -0.66
C  -2.02  0.66  0.09
H  -2.98  -1.06  0.81
H  -1.17  -2.51  0.01
H  0.79  -1.76  -0.85
H  -0.67  2.19  -0.80
H  -2.84  1.31  0.34
C  2.17  0.69  1.48
N  2.89  0.17  0.24
H  2.72  0.30  2.34
H  1.91  1.71  1.58
H  1.02  0.32  1.27
H  2.28  0.78  -0.40
H  3.95  0.52  0.19

Output
* HOMO energy: -0.3407 Eh
* energy relative to the best compared isomer or geometry (same formula, charge and spin): 2.323 eV
* net charge: 0
* E_LUMO: 0.940 eV
* SMILES: c1ccncc1.CN
* frontier orbital gap: 10.210 eV
* E: -344.05133 Eh



Entry from the Open Molecules 2025 dataset: a single C3H4N2O molecule (ωB97M-V/def2-TZVPD).

Cartesian coordinates (Å):
C  1.32  -1.00  -1.29
C  0.97  -0.57  -0.11
N  0.74  -0.20  1.05
N  -0.45  0.44  1.32
C  -1.38  0.81  0.38
O  -1.41  0.41  -0.75
H  1.75  -0.30  -2.01
H  1.04  -1.99  -1.61
H  -0.48  0.85  2.24
H  -2.10  1.55  0.78

Output
* HOMO energy: -0.3338 Eh
* energy relative to the best compared isomer or geometry (same formula, charge and spin): 2.717 eV
* net charge: 0
* E_LUMO: 0.867 eV
* SMILES: C=C=NNC=O
* frontier orbital gap: 9.949 eV
* E: -301.38739 Eh



Entry from the Open Molecules 2025 dataset: a single C7H9N molecule in a non-equilibrium geometry (ωB97M-V/def2-TZVPD).

Cartesian coordinates (Å):
C  -0.84  0.19  -2.96
C  -0.26  -0.03  -1.64
C  -0.70  0.56  -0.47
C  -0.07  -0.03  0.68
C  -0.03  -1.12  1.40
C  0.87  -0.91  2.59
C  1.36  0.36  2.48
N  0.64  0.94  1.41
H  -1.94  0.36  -2.95
H  -0.69  -0.59  -3.69
H  -0.52  1.00  -3.56
H  0.46  -0.80  -1.67
H  -1.68  1.00  -0.33
H  -0.41  -2.01  1.03
H  0.81  -1.56  3.51
H  2.02  0.86  3.18
H  0.98  1.79  0.98

Output
* HOMO energy: -0.3056 Eh
* energy relative to the best compared isomer or geometry (same formula, charge and spin): 2.377 eV
* net charge: 0
* E_LUMO: 1.081 eV
* SMILES: C/C=C/c1ccc[nH]1
* frontier orbital gap: 9.397 eV
* E: -326.80361 Eh



Entry from the Open Molecules 2025 dataset: a molecular structure, C25H35N7O5Ti in a non-equilibrium geometry (ωB97M-V/def2-TZVPD).

Cartesian coordinates (Å):
Ti  -0.66  -0.71  0.21
O  0.35  0.85  0.32
C  0.28  1.87  1.20
C  1.11  2.97  1.02
C  1.12  4.05  1.89
C  0.25  4.04  2.98
C  -0.60  2.98  3.18
C  -0.64  1.87  2.30
C  -1.58  0.83  2.52
N  -1.76  -0.22  1.71
C  -2.81  -1.18  2.04
C  -2.96  -2.12  0.83
N  -1.62  -2.43  0.42
C  -1.15  -3.63  0.52
C  0.27  -3.88  0.50
C  0.76  -5.17  0.22
C  2.11  -5.45  0.24
C  3.00  -4.44  0.59
C  2.54  -3.17  0.91
C  1.18  -2.83  0.86
O  0.76  -1.63  1.16
H  1.77  2.98  0.15
H  1.79  4.88  1.73
H  0.24  4.88  3.68
H  -1.29  3.00  4.01
H  -2.23  0.94  3.39
H  -3.76  -0.68  2.27
H  -2.51  -1.78  2.91
H  -3.48  -1.59  0.02
H  -3.54  -3.01  1.10
H  -1.83  -4.46  0.67
H  0.05  -5.95  -0.02
H  2.46  -6.44  0.01
H  4.06  -4.64  0.62
H  3.25  -2.43  1.24
N  0.70  -1.35  -1.51
C  0.41  -0.29  -2.49
C  1.11  -0.51  -3.83
C  2.62  -0.68  -3.70
C  3.39  0.58  -3.28
N  3.15  1.07  -1.91
C  3.50  0.42  -0.80
N  4.61  -0.35  -0.80
N  2.79  0.61  0.30
C  -1.16  -0.27  -2.58
O  -1.71  0.01  -3.63
O  -1.70  -0.58  -1.46
H  1.70  -1.47  -1.38
H  0.32  -2.23  -1.84
H  0.65  0.68  -2.06
H  0.89  0.32  -4.50
H  0.68  -1.40  -4.29
H  3.02  -0.98  -4.67
H  2.86  -1.50  -3.01
H  3.14  1.41  -3.94
H  4.46  0.38  -3.40
H  2.28  1.58  -1.80
H  5.34  -0.09  -1.44
H  4.94  -0.66  0.10
H  1.76  0.87  0.22
H  3.00  0.06  1.11
C  -4.21  4.20  1.39
N  -3.80  2.95  0.79
C  -4.82  1.96  0.55
C  -2.56  2.80  0.26
O  -2.18  1.82  -0.34
H  -4.92  4.01  2.20
H  -4.68  4.86  0.66
H  -3.33  4.70  1.81
H  -5.52  2.30  -0.22
H  -5.38  1.77  1.47
H  -4.34  1.04  0.21
H  -1.91  3.67  0.45

Output
* HOMO energy (alpha / beta): -0.1473 / -0.1606 Eh
* energy relative to the best compared isomer or geometry (same formula, charge and spin): 3.534 eV
* net charge: 0
* E_LUMO (alpha / beta): -0.043 / -0.043 eV
* frontier orbital gap (alpha / beta): 3.965 / 4.326 eV
* E: -2582.71037 Eh



Entry from the Open Molecules 2025 dataset: a molecular structure, C31H46BiNO2 in a non-equilibrium geometry (ωB97M-V/def2-TZVPD).

Cartesian coordinates (Å):
O  0.04  4.17  -3.20
C  -1.35  4.32  -3.62
C  -1.15  3.55  -4.93
H  -1.60  5.37  -3.76
H  -2.04  3.82  -2.92
C  0.32  3.42  -4.42
H  -1.27  4.16  -5.83
H  -1.66  2.59  -5.01
C  1.34  4.10  -5.31
H  1.08  5.15  -5.51
H  1.40  3.57  -6.27
H  2.33  4.06  -4.84
C  0.76  2.02  -4.08
H  -0.02  1.49  -3.52
H  1.67  2.07  -3.47
H  0.98  1.44  -4.98
Bi  0.06  0.50  0.26
C  -1.88  -1.10  -1.54
C  -2.21  -0.63  -0.22
C  -2.51  0.79  -0.33
H  -2.39  -1.25  0.66
C  -2.42  1.12  -1.72
C  -2.04  -0.04  -2.44
H  -1.96  -0.12  -3.52
H  -1.63  -2.13  -1.80
H  -2.91  1.40  0.47
H  -2.74  2.06  -2.16
C  1.53  -2.57  -1.14
C  1.37  -1.98  -2.42
C  1.84  -0.66  -2.37
H  0.98  -2.48  -3.30
C  2.20  -0.35  -1.01
C  2.01  -1.58  -0.25
H  2.30  -1.73  0.79
H  1.37  -3.62  -0.89
H  2.03  -0.02  -3.23
H  2.71  0.55  -0.67
O  0.53  2.65  0.74
C  1.09  3.56  -0.31
C  1.29  4.92  0.34
H  0.37  3.60  -1.13
H  2.03  3.11  -0.65
C  0.75  4.84  1.77
H  0.75  5.67  -0.24
H  2.35  5.19  0.33
C  0.44  3.39  2.05
H  -0.15  5.44  1.89
H  1.49  5.23  2.48
H  -0.58  3.21  2.43
H  1.19  2.97  2.73
C  -0.30  -6.07  4.31
C  -0.45  -5.16  3.12
C  -0.89  -5.69  1.90
C  -1.03  -4.87  0.77
C  -1.45  -5.49  -0.53
C  -0.76  -3.52  0.89
C  -0.34  -2.91  2.11
C  -0.17  -3.80  3.21
N  -0.12  -1.56  2.16
C  0.22  -0.91  3.44
C  -0.87  -1.06  4.51
C  1.60  -1.31  3.96
C  0.30  0.58  3.12
H  -1.28  -6.38  4.70
H  0.26  -6.98  4.05
H  0.23  -5.56  5.13
H  -1.13  -6.75  1.83
H  -0.73  -6.26  -0.85
H  -2.43  -5.99  -0.43
H  -1.53  -4.74  -1.33
H  -0.85  -2.88  0.01
H  0.17  -3.42  4.17
H  -1.01  -2.09  4.85
H  -0.60  -0.45  5.38
H  -1.83  -0.70  4.12
H  2.37  -1.05  3.22
H  1.81  -0.76  4.89
H  1.70  -2.38  4.17
H  1.17  0.78  2.46
H  -0.66  0.94  2.71
H  0.49  1.16  4.03

Output
* HOMO energy: -0.2215 Eh
* energy relative to the best compared isomer or geometry (same formula, charge and spin): 0.692 eV
* net charge: 0
* E_LUMO: -0.775 eV
* frontier orbital gap: 5.251 eV
* E: -1628.42624 Eh